9
Properties=species:S:1:pos:R:3:forces:R:3 method="wB97M-V/def2-TZVPD" e_tot_ev=-8170.3728 homo_lumo_gap_ev="7.690 / 9.007" de_lowest_kcal_mol=145.6 fmax_ev_per_a=2.41 e_homo_ev="-8.30 / -9.71"
C -0.228736 0.439333 -0.129697 -1.0932 0.1839 1.4238
N -1.010293 -0.602967 -0.488369 0.5213 1.3150 0.4860
N 1.145285 0.016798 0.152528 -1.8335 0.5558 -1.4619
O 1.274438 -1.182646 0.256139 0.5265 -1.0726 0.4390
O 2.027366 0.821822 0.099481 1.0994 1.1786 0.3273
H -0.649672 1.462390 -0.289138 1.4484 -0.9599 0.1055
H -0.100812 1.001909 1.926450 -0.2778 -0.3869 -1.0527
H -0.585074 -1.478971 -0.591257 0.6970 -1.3136 0.1822
H -1.872502 -0.477665 -0.936139 -1.0882 0.4997 -0.4491



9
Properties=species:S:1:pos:R:3:forces:R:3 method="wB97M-V/def2-TZVPD" e_tot_ev=-8170.8545 homo_lumo_gap_ev="9.247 / 9.246" de_lowest_kcal_mol=134.5 fmax_ev_per_a=6.99 e_homo_ev="-8.74 / -8.74"
N 1.305687 0.493845 0.073699 -0.1602 -3.3724 0.5637
C -0.016758 -0.512604 0.049113 5.8044 3.8807 -0.2533
O 1.093171 1.801962 0.496712 -1.0978 0.6014 0.2117
O -2.077444 -1.006185 -0.191309 0.3752 1.5439 -0.5189
N -0.861647 0.159325 -0.515706 -4.2495 -3.3559 0.2801
H 0.495824 1.710747 1.256187 0.3525 0.2100 -0.1143
H -1.911858 -1.750650 -0.792420 0.1098 0.4890 -0.2382
H 1.725617 0.575177 -0.850067 -0.4719 -0.0112 0.0451
H 0.247408 -1.471616 0.473790 -0.6624 0.0143 0.0241



9
Properties=species:S:1:pos:R:3:forces:R:3 method="wB97M-V/def2-TZVPD" spin_multiplicity=3 e_tot_ev=-8169.2412 homo_lumo_gap_ev="8.765 / 7.834" de_lowest_kcal_mol=82.5 fmax_ev_per_a=8.15 s2=2.012 e_homo_ev="-8.00 / -10.70"
C -0.141117 -0.217942 -0.037702 1.1155 -0.7457 -3.3026
N 0.602266 0.217371 2.385669 -3.0888 -0.6764 7.5084
N 1.052144 0.154958 0.589582 0.6789 1.0960 -3.7857
O 1.300786 1.043429 2.893635 0.7036 0.3667 -0.9177
O -0.134377 -0.534039 3.076579 1.3534 0.4811 -2.1693
H -1.002077 0.435247 -0.133829 0.1115 0.8547 0.4458
H -0.409816 -1.062094 0.511299 -1.1733 -1.7492 0.3658
H 0.064677 -0.479761 -1.188711 -0.3190 0.2477 2.2034
H 1.393095 1.074544 0.339326 0.6183 0.1251 -0.3482